1.
Formula: H3NOP
Source: the Open Molecules 2025 dataset
Level of theory: ωB97M-V with the def2-TZVPD basis set

The net charge is -1. The relative energy (zero: lowest compared OMol25 entry of this formula, charge and spin) comes out at 4.842 eV. As for the orbital gap (spin up / spin down): 7.080 / 6.890 eV. For the total energy, the calculation gives -473.00939 Ha. As for the spin multiplicity: 1.

Positions of all 6 atoms, in Å:
N  -1.60  -0.87  -0.89
O  -0.31  -0.99  -1.24
P  1.41  0.14  -0.46
H  -1.57  -1.47  -0.01
H  0.77  0.10  0.77
H  1.29  1.48  -0.91

2.
Formula: C27H29BrN4O3PtS3SeSi
Source: the Open Molecules 2025 dataset
Level of theory: ωB97M-V with the def2-TZVPD basis set

The net charge is -2. The relative energy (zero: lowest compared OMol25 entry of this formula, charge and spin) comes out at 0.290 eV. As for the orbital gap: 5.363 eV. For the total energy, the calculation gives -8069.89438 Ha. As for the spin multiplicity: 1.

Positions of all 70 atoms, in Å:
Pt  0.69  0.14  -0.05
C  1.15  4.12  -3.13
N  1.37  2.70  -2.96
C  2.57  2.35  -2.21
C  0.26  1.97  -2.79
N  -0.69  1.32  -2.65
H  1.99  4.56  -3.66
H  1.05  4.64  -2.16
H  0.24  4.29  -3.70
H  3.44  2.72  -2.76
H  2.63  1.27  -2.12
H  2.55  2.79  -1.21
O  -0.78  1.16  0.81
C  -1.25  1.14  2.11
C  -1.34  -0.26  2.72
C  -0.31  -1.13  2.89
C  -0.72  -2.39  3.40
C  -2.06  -2.45  3.62
S  -2.83  -0.98  3.18
C  -2.64  1.75  2.04
C  -3.46  2.23  3.02
C  -4.71  2.68  2.52
C  -4.79  2.53  1.16
S  -3.37  1.84  0.50
C  -0.41  2.03  3.02
C  -0.03  1.89  4.32
C  0.74  3.00  4.79
C  0.91  3.95  3.83
S  0.16  3.51  2.35
H  0.70  -0.90  2.60
H  -0.05  -3.22  3.56
H  -2.65  -3.28  3.96
H  -3.17  2.26  4.06
H  -5.50  3.10  3.13
H  -5.62  2.78  0.53
H  -0.27  1.02  4.90
H  1.15  3.07  5.78
H  1.47  4.87  3.91
C  3.03  -2.12  1.71
Si  3.59  -0.34  1.44
C  4.46  0.17  3.06
C  4.96  -0.26  0.14
C  2.20  0.86  1.14
H  3.87  -2.82  1.64
H  2.27  -2.40  0.99
H  2.60  -2.23  2.71
H  5.31  -0.47  3.29
H  3.76  0.12  3.90
H  4.82  1.20  3.00
H  5.72  -1.02  0.31
H  5.45  0.72  0.19
H  4.55  -0.38  -0.86
H  2.62  1.79  0.72
H  1.79  1.15  2.11
Br  4.66  -5.77  -0.79
C  3.39  -4.80  -1.84
C  2.65  -5.47  -2.79
N  1.75  -4.85  -3.56
C  1.59  -3.54  -3.38
C  2.31  -2.79  -2.45
C  3.23  -3.44  -1.65
C  2.12  -1.29  -2.35
O  2.03  -0.65  -3.39
O  2.16  -0.85  -1.15
H  2.78  -6.54  -2.94
H  0.85  -3.05  -4.00
H  3.78  -2.90  -0.90
Se  -0.87  -2.12  -0.82
C  -2.69  -1.93  -0.76
N  -3.85  -1.84  -0.73

3.
Formula: C62H53BF2GeN7O2Ti
Source: the Open Molecules 2025 dataset
Level of theory: ωB97M-V with the def2-TZVPD basis set

The net charge is +1. The relative energy (zero: lowest compared OMol25 entry of this formula, charge and spin) comes out at 2.106 eV. As for the orbital gap: 6.531 eV. For the total energy, the calculation gives -6079.16831 Ha. As for the spin multiplicity: 1.

Positions of all 129 atoms, in Å:
Ti  0.81  1.38  -0.94
C  2.31  5.89  -3.54
C  1.57  4.60  -3.47
C  1.03  3.85  -4.50
C  0.42  2.76  -3.89
N  0.60  2.82  -2.57
N  1.31  3.96  -2.31
B  1.57  4.44  -0.87
N  0.25  4.24  -0.09
N  -0.34  3.02  -0.08
C  -1.36  3.10  0.79
C  -1.43  4.38  1.32
C  -0.38  5.08  0.74
C  0.05  6.49  0.96
C  -2.29  1.99  1.10
C  -3.13  1.47  0.01
C  -4.00  0.45  0.07
C  -4.26  -0.42  1.26
C  -3.13  0.43  2.90
C  -2.34  1.59  2.38
N  2.64  3.56  -0.16
N  2.44  2.23  0.01
C  3.45  1.76  0.77
C  4.31  2.81  1.06
C  3.77  3.94  0.46
C  4.29  5.34  0.46
C  3.56  0.37  1.26
C  3.75  0.18  2.62
C  3.85  -1.11  3.13
C  3.77  -2.21  2.29
C  3.59  -2.01  0.92
C  3.48  -0.73  0.41
C  -0.33  1.67  -4.53
C  -1.55  1.25  -4.01
C  -2.27  0.23  -4.62
C  -1.76  -0.38  -5.76
C  -0.54  0.04  -6.29
C  0.17  1.06  -5.68
H  2.43  6.18  -4.58
H  3.31  5.80  -3.10
H  1.78  6.68  -3.01
H  1.02  4.10  -5.55
H  1.92  5.57  -0.86
H  -2.16  4.75  2.01
H  -0.65  6.98  1.63
H  0.08  7.04  0.02
H  1.04  6.53  1.41
H  -3.07  2.02  -0.92
H  -4.59  0.24  -0.81
H  -4.93  -1.24  1.02
H  -2.92  0.27  3.96
H  -1.68  2.08  3.08
H  5.22  2.75  1.64
H  5.23  5.37  1.00
H  3.59  6.02  0.93
H  4.46  5.69  -0.56
H  3.78  1.03  3.28
H  4.00  -1.25  4.20
H  3.86  -3.21  2.69
H  3.53  -2.87  0.26
H  3.35  -0.58  -0.65
H  -1.96  1.75  -3.13
H  -3.22  -0.08  -4.22
H  -2.31  -1.17  -6.24
H  -0.15  -0.44  -7.18
H  1.12  1.38  -6.08
F  5.39  1.92  -3.93
C  4.29  1.20  -3.68
C  3.48  1.55  -2.62
C  2.33  0.81  -2.37
C  2.02  -0.29  -3.19
C  2.88  -0.60  -4.24
F  2.60  -1.63  -5.05
C  4.02  0.12  -4.51
C  0.79  -1.00  -2.86
C  0.34  -2.20  -3.41
C  -0.84  -2.76  -2.96
C  -1.58  -2.11  -1.98
C  -1.07  -0.94  -1.45
N  0.08  -0.40  -1.88
H  3.77  2.40  -2.02
H  4.67  -0.14  -5.33
H  0.92  -2.69  -4.17
H  -1.19  -3.69  -3.37
H  -2.50  -2.52  -1.60
H  -1.60  -0.41  -0.67
O  0.91  1.48  2.52
C  0.57  0.48  1.95
O  0.45  0.42  0.60
C  0.22  -0.79  2.69
C  0.06  -2.06  1.84
Ge  -1.39  -3.25  2.42
C  -1.84  -4.41  0.91
C  -0.86  -5.20  0.31
C  -1.15  -5.98  -0.80
C  -2.43  -5.98  -1.33
C  -3.42  -5.21  -0.74
C  -3.12  -4.42  0.37
C  -2.94  -2.11  2.76
C  -2.94  -0.82  1.99
C  -4.64  0.39  2.54
C  -5.42  -0.43  3.51
C  -5.10  -1.65  3.97
C  -3.90  -2.44  3.63
C  -0.86  -4.32  3.95
C  -1.61  -5.43  4.33
C  -1.24  -6.19  5.43
C  -0.12  -5.85  6.16
C  0.65  -4.76  5.79
C  0.27  -3.99  4.69
H  -0.70  -0.54  3.23
H  0.98  -0.90  3.46
H  1.00  -2.61  1.79
H  -0.18  -1.79  0.82
H  0.15  -5.23  0.72
H  -0.38  -6.59  -1.25
H  -2.66  -6.59  -2.19
H  -4.43  -5.22  -1.14
H  -3.91  -3.83  0.83
H  -2.07  -0.75  1.34
H  -5.11  1.35  2.35
H  -6.34  0.01  3.87
H  -5.77  -2.11  4.68
H  -3.80  -3.37  4.18
H  -2.48  -5.72  3.75
H  -1.83  -7.06  5.71
H  0.17  -6.45  7.02
H  1.53  -4.49  6.36
H  0.88  -3.14  4.41

Among the records above, which one has the lowest net charge?
C27H29BrN4O3PtS3SeSi